{
  "formula": "C10H15NO",
  "method": "ωB97M-V/def2-TZVPD",
  "de_lowest_kj_mol": 8.2,
  "homo_ev": -9.33,
  "orbital_gap_ev": 10.12,
  "smiles": "Cc1ccccc1.CCC(N)=O",
  "lumo_energy_ha": 0.02890,
  "elements": ["C", "C", "C", "C", "C", "C", "C", "H", "H", "H", "H", "H", "H", "H", "H", "C", "C", "C", "N", "O", "H", "H", "H", "H", "H", "H", "H"],
  "xyz": [[0.928, -2.799, 1.066], [0.106, -1.643, 1.599], [0.565, -0.663, 2.465], [-0.192, 0.480, 2.703], [-1.455, 0.623, 2.127], [-1.967, -0.394, 1.334], [-1.190, -1.508, 1.080], [1.979, -2.691, 1.330], [0.933, -2.767, -0.019], [0.578, -3.736, 1.486], [1.482, -0.799, 3.027], [0.150, 1.275, 3.346], [-1.959, 1.558, 2.315], [-2.964, -0.250, 0.948], [-1.565, -2.263, 0.404], [-0.715, 2.182, -3.021], [-0.128, 1.488, -1.785], [1.079, 0.652, -2.146], [1.941, 0.411, -1.109], [1.331, 0.306, -3.284], [-0.618, 1.564, -3.907], [-0.119, 3.063, -3.249], [-1.749, 2.475, -2.845], [0.029, 2.203, -0.978], [-0.892, 0.780, -1.424], [2.775, -0.125, -1.296], [1.637, 0.579, -0.165]],
  "forces_ev_per_a": [[0.472, 0.681, 0.731], [-0.572, -0.146, -0.766], [0.128, 0.108, 0.427], [-0.702, -0.195, -0.259], [0.957, 0.061, 0.274], [-0.002, 0.539, 0.439], [0.175, 0.167, -0.178], [0.080, 0.005, 0.294], [-0.376, -0.352, -0.143], [-0.077, -0.273, -0.325], [0.226, 0.027, -0.336], [0.300, -0.015, 0.165], [-0.434, -0.053, -0.092], [-0.099, -0.327, -0.293], [-0.024, -0.170, -0.040], [0.552, 0.235, 0.205], [-1.254, -0.529, -0.563], [0.907, 0.646, 0.175], [-0.331, -0.055, -0.173], [-0.123, -0.186, 0.140], [-0.261, -0.301, 0.073], [-0.101, 0.262, 0.038], [0.018, 0.023, -0.102], [0.334, -0.128, 0.040], [0.224, 0.073, 0.128], [-0.189, -0.025, 0.113], [0.173, -0.073, 0.024]],
  "mulliken_charge": [-1.58, 0.78, -0.52, -0.43, -0.41, -0.66, -0.20, 0.38, 0.34, 0.38, 0.35, 0.39, 0.39, 0.40, 0.38, -1.31, -0.03, 0.51, -0.37, -0.63, 0.32, 0.32, 0.37, 0.35, 0.07, 0.23, 0.17]
}

{
  "formula": "C27H22CdN5O3S5Se",
  "method": "ωB97M-V/def2-TZVPD",
  "homo_ev": -4.76,
  "charge": -1,
  "orbital_gap_ev": 6.47,
  "lumo_energy_ha": 0.06307,
  "elements": ["Cd", "S", "C", "S", "C", "C", "N", "C", "N", "C", "C", "C", "C", "C", "C", "C", "S", "C", "O", "H", "H", "H", "H", "H", "H", "H", "H", "H", "H", "C", "N", "C", "Se", "N", "C", "C", "C", "C", "C", "C", "H", "H", "H", "H", "H", "H", "H", "H", "O", "S", "O", "N", "C", "S", "C", "C", "C", "C", "C", "C", "H", "H", "H", "H"],
  "xyz": [[2.162, -0.037, -0.165], [2.680, -0.461, 2.269], [4.311, -0.209, 1.748], [4.612, 0.283, 0.102], [5.363, -0.415, 2.627], [6.727, -0.212, 2.248], [7.833, -0.060, 1.960], [5.129, -0.906, 3.950], [4.953, -1.320, 5.012], [-0.297, -2.832, 5.844], [-0.212, -2.982, 4.349], [1.029, -3.168, 3.738], [1.138, -3.247, 2.363], [-0.007, -3.144, 1.584], [-1.248, -2.946, 2.165], [-1.345, -2.882, 3.550], [0.108, -3.116, -0.187], [0.770, -4.754, -0.439], [1.257, -2.229, -0.573], [0.198, -3.662, 6.350], [-1.332, -2.790, 6.181], [0.205, -1.916, 6.159], [1.927, -3.192, 4.345], [2.113, -3.322, 1.900], [-2.125, -2.817, 1.543], [-2.312, -2.716, 4.011], [1.738, -4.819, 0.057], [0.885, -4.892, -1.513], [0.068, -5.477, -0.026], [-0.992, -1.624, -3.651], [-0.580, -0.237, -3.649], [0.703, 0.205, -3.560], [2.228, -0.798, -3.427], [0.639, 1.558, -3.566], [-0.677, 1.990, -3.570], [-1.245, 3.251, -3.514], [-2.631, 3.318, -3.535], [-3.414, 2.163, -3.611], [-2.839, 0.900, -3.665], [-1.457, 0.841, -3.641], [-0.096, -2.233, -3.749], [-1.661, -1.808, -4.492], [-1.494, -1.858, -2.711], [1.426, 2.120, -3.272], [-0.630, 4.137, -3.432], [-3.115, 4.284, -3.477], [-4.493, 2.252, -3.611], [-3.443, 0.003, -3.690], [1.451, 2.832, 0.997], [0.830, 2.742, -0.291], [1.596, 3.182, -1.433], [0.268, 1.207, -0.555], [-1.056, 1.117, -0.362], [-1.942, -0.284, -0.308], [-1.688, 2.477, -0.233], [-3.034, 2.784, -0.154], [-3.401, 4.122, -0.087], [-2.442, 5.134, -0.096], [-1.089, 4.829, -0.167], [-0.752, 3.493, -0.237], [-3.763, 1.983, -0.158], [-4.450, 4.385, -0.029], [-2.754, 6.170, -0.045], [-0.332, 5.602, -0.171]],
  "forces_ev_per_a": [[-0.284, -0.627, -0.279], [0.105, 0.046, 0.178], [0.046, 0.036, -0.028], [-0.018, -0.030, 0.028], [0.141, -0.061, 0.121], [-0.250, -0.054, 0.048], [0.034, 0.009, 0.015], [0.060, 0.112, -0.230], [0.000, -0.019, 0.029], [0.012, -0.016, -0.033], [0.031, 0.007, -0.004], [-0.020, 0.006, 0.066], [-0.013, -0.042, 0.000], [0.078, 0.032, 0.057], [-0.050, -0.034, 0.061], [-0.022, 0.002, -0.039], [-0.084, 0.234, -0.151], [0.061, -0.157, 0.081], [-0.021, 0.057, 0.067], [-0.002, -0.002, -0.003], [0.000, 0.000, -0.005], [-0.005, -0.002, -0.001], [0.000, -0.001, -0.019], [-0.017, -0.016, -0.003], [0.014, 0.006, 0.007], [0.004, 0.000, -0.003], [-0.014, -0.029, -0.011], [0.012, 0.000, 0.007], [0.028, -0.033, -0.033], [0.031, 0.058, 0.010], [-0.019, -0.105, 0.009], [-0.239, 0.027, -0.044], [0.041, 0.198, 0.089], [0.119, 0.066, 0.008], [0.145, -0.021, -0.040], [-0.044, 0.060, -0.013], [0.026, -0.030, -0.046], [0.049, -0.011, -0.011], [-0.067, 0.054, 0.006], [0.051, -0.126, -0.031], [0.005, -0.012, 0.011], [0.000, 0.003, 0.000], [-0.008, 0.002, 0.014], [-0.021, 0.003, -0.001], [-0.014, -0.003, -0.009], [0.003, -0.002, 0.003], [0.004, 0.007, -0.003], [0.008, 0.013, 0.001], [0.059, 0.031, -0.103], [-0.018, 0.107, -0.086], [-0.082, 0.051, -0.024], [0.150, 0.330, 0.378], [0.160, 0.023, -0.119], [0.035, 0.079, 0.038], [-0.024, -0.150, -0.013], [-0.030, 0.023, 0.015], [0.040, -0.003, 0.016], [-0.053, -0.027, -0.019], [-0.015, -0.033, -0.009], [-0.118, -0.029, 0.038], [0.003, 0.011, 0.002], [0.003, 0.005, -0.004], [-0.012, -0.008, 0.005], [0.004, -0.012, 0.012]],
  "mulliken_charge": [1.45, -0.59, 0.86, -0.53, 0.15, -0.09, -0.56, 0.04, -0.59, -1.42, 1.03, -0.63, -0.69, 0.43, -0.49, -0.76, 0.59, -1.23, -0.66, 0.35, 0.36, 0.30, 0.35, 0.41, 0.37, 0.29, 0.35, 0.40, 0.42, -0.98, 0.29, -0.38, -0.30, 0.16, 0.31, -0.74, -0.52, -0.78, -0.50, 0.36, 0.29, 0.34, 0.25, 0.47, 0.44, 0.43, 0.40, 0.43, -0.67, 1.09, -0.64, 0.05, -0.16, -0.41, 0.18, -0.47, -0.67, -0.49, -0.72, 0.28, 0.47, 0.40, 0.41, 0.49]
}

{
  "formula": "C17H12ClN3O7SSe4V",
  "method": "ωB97M-V/def2-TZVPD",
  "multiplicity": 3,
  "de_lowest_kj_mol": 124.9,
  "homo_ev": [-5.59, -5.59],
  "charge": -1,
  "s2": 2.039,
  "orbital_gap_ev": [6.61, 6.94],
  "lumo_energy_ha": [0.03752, 0.04980],
  "elements": ["V", "O", "C", "O", "C", "C", "Cl", "N", "N", "C", "C", "O", "O", "C", "C", "C", "C", "C", "C", "H", "H", "H", "H", "H", "H", "Se", "Se", "Se", "Se", "N", "C", "C", "C", "C", "C", "C", "S", "O", "O", "O", "H", "H", "H", "H", "H", "H"],
  "xyz": [[-1.171, 0.506, 1.174], [2.858, 3.355, -0.281], [3.778, 2.519, -0.750], [4.822, 2.922, -1.190], [3.453, 1.061, -0.705], [4.352, 0.028, -0.838], [6.015, 0.162, -1.153], [3.668, -1.145, -0.749], [2.353, -0.914, -0.594], [2.210, 0.394, -0.562], [0.831, 0.905, -0.297], [0.694, 1.944, 0.400], [-0.176, 0.219, -0.647], [4.096, -2.514, -0.772], [5.386, -2.899, -0.429], [5.730, -4.244, -0.457], [4.803, -5.207, -0.814], [3.511, -4.816, -1.141], [3.156, -3.479, -1.120], [2.059, 2.900, 0.078], [6.119, -2.174, -0.118], [6.737, -4.532, -0.184], [5.077, -6.253, -0.830], [2.767, -5.552, -1.414], [2.153, -3.169, -1.372], [-2.670, 2.271, 1.989], [-4.512, 1.329, 0.941], [-3.295, -0.372, -0.044], [-2.393, -1.559, 1.729], [0.355, 0.270, 2.625], [-0.044, 0.225, 4.030], [-0.228, -0.998, 4.644], [-0.591, -1.046, 5.984], [-0.760, 0.132, 6.694], [-0.588, 1.359, 6.063], [-0.230, 1.407, 4.725], [-1.162, 0.100, 8.453], [-0.026, 0.786, 9.049], [-1.255, -1.317, 8.767], [-2.415, 0.827, 8.542], [1.035, 1.015, 2.488], [0.834, -0.605, 2.413], [-0.083, -1.914, 4.077], [-0.733, -1.986, 6.499], [-0.730, 2.267, 6.633], [-0.092, 2.359, 4.221]],
  "forces_ev_per_a": [[-0.482, 0.156, -0.645], [-0.017, 0.033, 0.031], [0.009, -0.068, -0.038], [0.017, -0.024, 0.005], [-0.296, 0.236, 0.121], [0.097, 0.013, -0.133], [0.019, -0.144, -0.003], [0.055, -0.027, 0.060], [0.063, -0.078, 0.046], [-0.194, -0.017, -0.200], [0.019, 0.141, -0.109], [-0.101, -0.148, 0.047], [0.311, -0.170, 0.928], [0.109, -0.145, -0.063], [-0.046, 0.111, 0.100], [0.040, 0.014, 0.006], [-0.101, -0.005, -0.029], [0.065, 0.020, 0.032], [-0.082, 0.119, -0.126], [0.042, -0.032, -0.031], [0.002, 0.026, 0.006], [-0.006, 0.006, 0.002], [0.010, 0.011, 0.003], [0.009, -0.014, 0.002], [-0.011, -0.003, 0.006], [0.546, 0.133, 0.193], [-0.427, -0.006, 0.022], [-0.029, -0.226, -0.412], [0.124, 0.163, 0.040], [0.271, -0.088, 0.258], [-0.003, -0.065, -0.083], [-0.005, -0.114, -0.029], [0.017, 0.119, -0.036], [-0.068, -0.008, 0.107], [0.022, -0.113, -0.073], [-0.012, 0.156, 0.014], [0.103, -0.018, -0.067], [-0.027, -0.015, 0.039], [0.014, -0.029, 0.017], [-0.046, 0.055, -0.016], [-0.035, -0.019, 0.002], [0.034, 0.064, -0.044], [-0.002, -0.006, 0.022], [-0.004, 0.006, 0.009], [0.001, 0.000, -0.006], [-0.004, 0.003, 0.025]],
  "mulliken_spin": [2.17, 0.00, 0.00, 0.00, 0.00, 0.00, 0.00, 0.00, 0.00, 0.00, -0.01, 0.00, 0.00, 0.00, 0.00, 0.00, 0.00, 0.00, 0.00, 0.00, 0.00, 0.00, 0.00, 0.00, 0.00, -0.10, 0.03, -0.03, -0.05, -0.01, -0.03, 0.00, 0.00, 0.00, 0.00, 0.00, 0.00, 0.00, 0.00, 0.00, 0.02, 0.01, 0.00, 0.00, 0.00, 0.00]
}